1.
{"formula": "C2H7Cl2N2P", "method": "the ωB97M-V functional and the def2-TZVPD basis", "homo_ev": -9.11, "smiles": "CN=P(Cl)(Cl)NC", "de_lowest_kcal_mol": 4.1, "e_tot_ha": -1451.67143, "homo_lumo_gap_ev": 9.475, "species": ["C", "C", "N", "N", "P", "Cl", "Cl", "H", "H", "H", "H", "H", "H", "H"], "xyz": [[0.54, -1.21, 2.18], [-0.94, 1.20, -2.24], [-0.28, -0.74, 1.04], [-0.88, 0.22, -1.19], [0.24, 0.19, -0.16], [0.89, 1.92, 0.72], [2.21, -0.45, -0.85], [1.14, -2.12, 1.81], [1.25, -0.50, 2.34], [-0.08, -1.41, 3.19], [-1.58, 1.96, -1.96], [-0.09, 1.66, -2.67], [-1.43, 0.66, -2.98], [-0.99, -1.39, 0.78]], "mulliken_charge": [-0.74, -0.89, -0.25, -0.41, 0.64, -0.22, -0.28, 0.30, 0.30, 0.24, 0.33, 0.33, 0.33, 0.31]}


2.
{"formula": "C4H8CsO2S", "method": "the ωB97M-V functional and the def2-TZVPD basis", "homo_ev": -13.54, "total_charge": 1, "de_lowest_kcal_mol": 4.9, "e_tot_ha": -725.82146, "homo_lumo_gap_ev": 10.168, "species": ["Cs", "C", "C", "C", "S", "O", "O", "C", "H", "H", "H", "H", "H", "H", "H", "H"], "xyz": [[3.18, -1.16, -3.92], [-0.94, -0.45, 1.24], [-0.79, 1.04, 0.92], [0.43, 1.25, 0.06], [0.86, -0.37, -0.68], [1.96, -0.91, 0.09], [0.93, -0.37, -2.14], [-0.71, -1.13, -0.09], [-1.91, -0.70, 1.68], [-0.22, -0.76, 1.99], [-0.79, 1.68, 1.81], [-1.63, 1.38, 0.32], [1.30, 1.72, 0.53], [0.19, 1.92, -0.77], [-0.48, -2.20, -0.11], [-1.39, -0.96, -0.93]], "mulliken_charge": [1.02, -0.57, -0.67, -0.54, 1.06, -0.64, -0.72, -0.75, 0.35, 0.31, 0.33, 0.31, 0.39, 0.33, 0.42, 0.38]}


3.
{"formula": "C20H36As2GeMnN2O2S5Se", "method": "the ωB97M-V functional and the def2-TZVPD basis", "homo_ev": [-12.91, -12.91], "total_charge": 2, "de_lowest_kcal_mol": 0.0, "e_tot_ha": -13134.91855, "homo_lumo_gap_ev": [6.413, 5.084], "multiplicity": 2, "species": ["Mn", "N", "N", "C", "O", "O", "H", "H", "H", "C", "As", "C", "C", "C", "C", "C", "C", "C", "As", "C", "C", "H", "H", "H", "H", "H", "H", "H", "H", "H", "H", "H", "H", "H", "H", "H", "H", "C", "S", "C", "C", "S", "S", "C", "S", "S", "H", "H", "H", "C", "Ge", "C", "C", "C", "Se", "C", "H", "H", "H", "H", "H", "H", "H", "H", "H", "H", "H", "H", "H", "H"], "xyz": [[-0.72, -0.22, -0.22], [-0.42, -0.71, 1.74], [0.46, 0.29, 2.23], [1.05, 1.14, 1.30], [2.03, 1.79, 1.59], [0.42, 1.20, 0.13], [-1.25, -0.74, 2.33], [0.03, -1.63, 1.81], [1.02, 0.05, 3.04], [-2.55, 2.83, -1.15], [-2.51, 1.42, 0.16], [-2.32, 2.38, 1.83], [-4.26, 0.64, 0.23], [-5.40, 1.36, 0.56], [-6.62, 0.70, 0.63], [-6.70, -0.67, 0.37], [-5.56, -1.38, 0.04], [-4.33, -0.73, -0.03], [-2.70, -1.63, -0.57], [-2.82, -3.34, 0.33], [-2.99, -1.98, -2.44], [-3.33, 3.55, -0.90], [-2.75, 2.41, -2.14], [-1.58, 3.33, -1.15], [-3.14, 3.09, 1.92], [-1.37, 2.92, 1.84], [-2.35, 1.69, 2.67], [-5.35, 2.42, 0.76], [-7.52, 1.25, 0.89], [-7.65, -1.17, 0.43], [-5.63, -2.44, -0.17], [-3.51, -3.98, -0.21], [-3.18, -3.18, 1.34], [-1.84, -3.81, 0.35], [-3.95, -2.47, -2.57], [-2.19, -2.61, -2.81], [-3.01, -1.03, -2.98], [0.43, -5.37, -3.21], [-0.73, -4.92, -1.89], [0.41, -4.44, -0.64], [0.82, -3.19, -0.39], [0.40, -1.76, -1.30], [1.99, -3.01, 0.91], [2.02, -4.70, 1.43], [2.90, -5.21, 2.68], [1.02, -5.70, 0.41], [-0.17, -5.76, -4.02], [1.11, -6.15, -2.86], [0.98, -4.50, -3.55], [5.19, 3.39, 1.02], [6.08, 1.69, 1.26], [5.38, 0.68, 2.76], [8.01, 1.76, 1.13], [5.61, 0.51, -0.41], [3.77, 0.20, -0.46], [3.23, 1.59, -1.67], [5.54, 4.08, 1.79], [4.11, 3.29, 1.13], [5.43, 3.84, 0.05], [5.79, 1.09, 3.69], [5.68, -0.37, 2.71], [4.30, 0.76, 2.80], [8.39, 2.35, 1.96], [8.33, 2.23, 0.20], [8.44, 0.76, 1.19], [6.12, -0.43, -0.22], [5.98, 1.02, -1.30], [3.59, 2.54, -1.27], [2.15, 1.59, -1.69], [3.66, 1.40, -2.65]], "mulliken_charge": [0.09, -0.08, -0.36, 0.59, -0.62, -0.40, 0.35, 0.26, 0.30, -1.25, 0.71, -1.27, 0.06, -0.84, -0.74, -0.74, -0.70, 0.41, 1.20, -1.28, -1.08, 0.44, 0.39, 0.45, 0.49, 0.43, 0.35, 0.37, 0.42, 0.43, 0.41, 0.43, 0.46, 0.35, 0.44, 0.31, 0.41, -0.89, 0.10, 0.07, 0.09, -0.31, 0.10, -0.05, -0.12, -0.07, 0.40, 0.34, 0.24, -0.99, 0.37, -0.94, -1.08, -1.09, 0.36, -0.60, 0.41, 0.28, 0.35, 0.41, 0.38, 0.21, 0.38, 0.38, 0.38, 0.49, 0.48, 0.28, -0.01, 0.46]}


4.
{"formula": "C50H62F3IrN4OP2SSb", "method": "the ωB97M-V functional and the def2-TZVPD basis", "homo_ev": [-17.67, -17.52], "total_charge": 4, "de_lowest_kcal_mol": 60.5, "e_tot_ha": -3960.42985, "homo_lumo_gap_ev": [4.853, 4.588], "multiplicity": 2, "species": ["Ir", "C", "C", "P", "C", "C", "C", "C", "H", "H", "H", "H", "H", "H", "H", "H", "H", "H", "H", "H", "H", "H", "H", "S", "C", "N", "C", "C", "C", "N", "H", "H", "H", "H", "H", "H", "H", "H", "O", "P", "C", "C", "C", "C", "C", "C", "C", "C", "C", "C", "C", "C", "C", "C", "C", "C", "C", "C", "H", "H", "H", "H", "H", "H", "H", "H", "H", "H", "H", "H", "H", "H", "H", "C", "C", "C", "C", "N", "N", "H", "H", "H", "H", "H", "H", "H", "H", "H", "H", "H", "H", "F", "C", "C", "C", "C", "C", "C", "Sb", "C", "C", "C", "C", "F", "C", "C", "C", "C", "C", "C", "F", "C", "C", "H", "H", "H", "H", "H", "H", "H", "H", "H", "H", "H", "H"], "xyz": [[-0.51, -0.79, 0.07], [0.23, -3.53, 2.66], [0.00, -4.13, 1.27], [-1.05, -3.09, 0.22], [-0.88, -3.92, -1.42], [-1.09, -5.44, -1.45], [-2.72, -3.21, 0.96], [-3.45, -4.55, 0.77], [0.99, -4.10, 3.19], [-0.68, -3.55, 3.26], [0.56, -2.50, 2.57], [-0.48, -5.11, 1.34], [0.95, -4.26, 0.75], [0.15, -3.70, -1.71], [-1.53, -3.46, -2.16], [-0.39, -5.97, -0.81], [-0.93, -5.78, -2.47], [-2.10, -5.72, -1.16], [-3.33, -2.39, 0.58], [-2.55, -3.02, 2.02], [-3.84, -4.64, -0.24], [-4.29, -4.60, 1.46], [-2.81, -5.41, 0.98], [-1.89, 1.10, 0.52], [-3.12, 1.01, 1.78], [-2.81, 0.73, 3.03], [-3.81, 0.79, 4.11], [-5.18, 0.42, 3.55], [-5.50, 1.31, 2.35], [-4.36, 1.29, 1.42], [-1.85, 0.53, 3.26], [-3.83, 1.80, 4.52], [-3.50, 0.11, 4.89], [-5.94, 0.53, 4.31], [-5.16, -0.62, 3.23], [-5.70, 2.33, 2.66], [-6.37, 0.94, 1.82], [-4.52, 1.57, 0.46], [1.33, -0.09, 0.85], [2.27, -0.18, 2.09], [3.29, 1.28, 2.25], [3.49, 1.90, 3.48], [4.40, 2.94, 3.59], [5.13, 3.35, 2.48], [4.94, 2.73, 1.25], [4.03, 1.69, 1.13], [1.37, -0.33, 3.64], [0.43, 0.67, 3.91], [-0.22, 0.68, 5.14], [0.04, -0.31, 6.08], [0.96, -1.31, 5.79], [1.64, -1.32, 4.58], [3.44, -1.54, 1.95], [3.26, -2.52, 0.98], [4.14, -3.60, 0.94], [5.19, -3.67, 1.84], [5.37, -2.68, 2.80], [4.50, -1.60, 2.85], [2.94, 1.59, 4.36], [4.55, 3.42, 4.54], [5.86, 4.15, 2.58], [5.55, 3.02, 0.40], [3.91, 1.16, 0.19], [0.26, 1.45, 3.17], [-0.92, 1.48, 5.38], [-0.46, -0.29, 7.04], [1.15, -2.09, 6.52], [2.37, -2.09, 4.38], [2.44, -2.44, 0.28], [4.01, -4.38, 0.20], [5.89, -4.49, 1.78], [6.20, -2.73, 3.49], [4.65, -0.82, 3.58], [-5.26, -1.68, -2.25], [-3.95, -1.13, -2.80], [-4.05, 0.36, -3.11], [-3.54, -1.90, -4.06], [-2.95, -1.34, -1.72], [-1.64, -0.80, -1.90], [-6.03, -1.62, -3.01], [-5.58, -1.10, -1.38], [-5.16, -2.73, -1.96], [-4.96, 0.55, -3.68], [-3.21, 0.69, -3.72], [-4.10, 0.94, -2.18], [-4.29, -1.74, -4.84], [-3.49, -2.97, -3.88], [-2.58, -1.55, -4.46], [-2.91, -2.31, -1.44], [-1.78, 0.17, -2.15], [-1.13, -1.27, -2.65], [-1.16, 3.69, -7.67], [-0.77, 3.36, -6.45], [-1.73, 3.04, -5.51], [-1.32, 2.69, -4.23], [0.03, 2.66, -3.92], [0.99, 2.97, -4.88], [0.59, 3.33, -6.16], [0.76, 2.35, -1.94], [2.50, 1.23, -2.44], [3.80, 1.74, -2.34], [4.85, 1.01, -2.87], [4.59, -0.21, -3.48], [5.60, -0.90, -3.99], [3.31, -0.74, -3.55], [2.27, -0.02, -3.01], [1.18, 4.36, -1.47], [0.32, 5.33, -2.00], [0.52, 6.66, -1.69], [1.56, 6.99, -0.82], [1.72, 8.25, -0.47], [2.43, 6.04, -0.29], [2.22, 4.71, -0.59], [-2.78, 3.09, -5.78], [-2.07, 2.47, -3.48], [2.05, 2.95, -4.65], [1.31, 3.58, -6.93], [3.99, 2.70, -1.88], [5.87, 1.38, -2.83], [3.16, -1.70, -4.04], [1.26, -0.43, -3.04], [-0.48, 5.07, -2.67], [-0.11, 7.44, -2.09], [3.23, 6.35, 0.36], [2.85, 3.96, -0.14]], "mulliken_charge": [1.94, -1.16, -0.50, 0.08, 0.12, -1.40, -0.35, -1.51, 0.49, 0.46, -0.06, 0.72, 0.48, 0.43, 0.11, 0.37, 0.44, 0.30, 0.34, 0.56, 0.35, 0.45, 0.33, -0.25, 0.01, 0.34, -0.57, -0.70, -0.62, -0.01, -0.23, 0.33, 0.42, 0.40, 0.26, 0.33, 0.41, 0.18, 0.84, -0.16, 0.70, -0.15, -0.83, -0.74, -0.67, -0.57, 0.55, -1.43, -0.72, -0.82, -0.89, -0.63, 0.39, -0.36, -0.91, -0.73, -0.77, -0.52, 0.39, 0.49, 0.51, 0.51, 0.46, 1.10, 0.78, 0.50, 0.50, 0.55, 0.67, 0.54, 0.46, 0.50, 0.51, -1.59, 1.30, -1.81, -1.57, 0.51, 0.16, 0.47, 0.29, 0.36, 0.61, 0.40, 0.16, 0.51, 0.33, 0.33, -0.39, -0.15, 0.27, -0.28, 0.17, -0.72, -0.46, -0.17, -0.41, -0.67, 0.92, 0.23, -0.63, -0.52, 0.07, -0.30, -0.62, -0.56, 0.30, -0.56, -0.72, 0.11, -0.25, -0.59, -0.26, 0.54, 0.86, 0.42, 0.51, 0.66, 0.55, 0.54, 0.52, 0.40, 0.51, 0.55, 0.34]}


5.
{"formula": "C42H49CdFN3O3PS3", "method": "the ωB97M-V functional and the def2-TZVPD basis", "homo_ev": -5.03, "de_lowest_kcal_mol": 33.5, "e_tot_ha": -3823.34661, "homo_lumo_gap_ev": 3.025, "species": ["Cd", "C", "C", "C", "C", "C", "C", "C", "C", "C", "C", "C", "C", "H", "H", "H", "H", "H", "H", "H", "H", "H", "H", "H", "H", "H", "H", "H", "H", "H", "H", "S", "C", "S", "S", "C", "C", "N", "C", "C", "C", "O", "O", "C", "O", "C", "C", "C", "F", "C", "C", "C", "N", "C", "C", "N", "C", "C", "H", "H", "H", "H", "H", "H", "H", "H", "H", "H", "H", "H", "H", "H", "H", "H", "H", "H", "C", "P", "C", "C", "C", "C", "C", "C", "C", "C", "C", "C", "C", "C", "H", "H", "H", "H", "H", "H", "H", "H", "H", "H", "H", "H", "H"], "xyz": [[-0.61, 2.39, 1.40], [0.03, 0.94, 5.70], [-0.77, 1.96, 4.95], [-0.19, 3.21, 4.69], [1.17, 3.49, 5.24], [-0.89, 4.17, 3.95], [-0.25, 5.49, 3.61], [-2.20, 3.90, 3.52], [-3.06, 5.00, 2.94], [-2.75, 2.62, 3.71], [-4.08, 2.29, 3.09], [-2.05, 1.67, 4.47], [-2.70, 0.36, 4.81], [0.07, 1.17, 6.76], [1.05, 0.94, 5.31], [-0.36, -0.06, 5.57], [1.92, 2.93, 4.69], [1.22, 3.18, 6.29], [1.42, 4.55, 5.19], [-0.31, 6.19, 4.44], [-0.72, 5.94, 2.74], [0.80, 5.34, 3.36], [-2.96, 5.05, 1.85], [-2.77, 5.96, 3.35], [-4.10, 4.83, 3.17], [-4.91, 2.54, 3.76], [-4.14, 1.23, 2.84], [-4.21, 2.84, 2.16], [-2.36, -0.43, 4.14], [-3.78, 0.42, 4.75], [-2.45, 0.07, 5.83], [-0.26, 5.56, -1.88], [-0.42, 4.54, -0.58], [-1.95, 3.84, -0.20], [0.91, 4.15, 0.42], [5.61, -2.74, 0.27], [4.14, -3.06, 0.52], [3.29, -1.93, 0.21], [2.96, -1.08, 1.24], [2.09, -0.05, 1.13], [1.69, 0.70, 2.41], [2.58, 0.99, 3.20], [0.45, 0.85, 2.55], [1.46, 0.23, -0.14], [0.53, 1.03, -0.31], [1.97, -0.57, -1.26], [1.51, -0.27, -2.54], [1.91, -1.03, -3.61], [1.49, -0.69, -4.86], [2.74, -2.14, -3.45], [3.21, -2.43, -2.17], [2.85, -1.66, -1.06], [3.12, -3.00, -4.52], [2.15, -3.19, -5.58], [2.54, -4.45, -6.36], [3.88, -4.21, -6.95], [4.88, -3.97, -5.87], [4.44, -2.75, -5.07], [6.23, -3.59, 0.53], [5.90, -1.89, 0.88], [5.77, -2.48, -0.78], [4.00, -3.31, 1.57], [3.82, -3.92, -0.08], [3.41, -1.30, 2.19], [0.84, 0.57, -2.68], [3.84, -3.30, -2.06], [2.10, -2.35, -6.28], [1.17, -3.32, -5.13], [1.82, -4.65, -7.15], [2.61, -5.31, -5.70], [3.83, -3.36, -7.53], [4.17, -4.99, -7.55], [5.87, -3.81, -6.31], [4.90, -4.85, -5.23], [4.46, -1.85, -5.72], [5.13, -2.58, -4.25], [-0.98, -1.57, 0.30], [-1.85, 0.07, 0.17], [-2.07, 0.10, -1.65], [-2.62, -0.98, -2.33], [-2.74, -0.96, -3.70], [-2.32, 0.16, -4.42], [-1.77, 1.24, -3.75], [-1.64, 1.21, -2.38], [-3.53, -0.49, 0.64], [-3.69, -1.42, 1.67], [-4.95, -1.87, 2.02], [-6.07, -1.38, 1.37], [-5.92, -0.41, 0.39], [-4.66, 0.04, 0.03], [-0.45, -1.62, 1.25], [-0.27, -1.65, -0.51], [-1.69, -2.39, 0.24], [-2.96, -1.85, -1.77], [-3.17, -1.80, -4.22], [-2.43, 0.18, -5.49], [-1.44, 2.11, -4.30], [-1.21, 2.05, -1.86], [-2.83, -1.80, 2.20], [-5.06, -2.61, 2.80], [-7.06, -1.75, 1.63], [-6.79, 0.00, -0.11], [-4.55, 0.79, -0.73]], "mulliken_charge": [2.02, -2.42, 1.81, 1.00, -2.21, 1.03, -2.58, 0.67, -2.07, 1.19, -2.16, 1.17, -2.53, 0.34, 0.46, 0.46, 0.25, 0.41, 0.50, 0.39, 0.45, 0.56, 0.21, 0.54, 0.45, 0.41, 0.19, 0.38, 0.36, 0.50, 0.49, -0.36, 0.11, -0.63, -0.55, -1.00, -1.06, 0.24, -0.21, -0.52, -0.51, -0.75, -0.37, 0.57, -0.82, 0.72, -0.83, 0.37, -0.39, -1.44, -0.96, 0.89, 0.29, -0.58, -1.00, -0.11, -0.77, -0.45, 0.39, 0.34, 0.26, 0.49, 0.43, 0.58, 0.90, 0.54, 0.41, 0.52, 0.43, 0.37, 0.40, 0.36, 0.42, 0.36, 0.25, 0.43, -1.88, 2.11, 0.46, -0.49, -0.81, -0.52, -0.25, -0.92, 0.22, -0.74, -0.60, -0.52, -0.67, -0.45, 0.30, 0.32, 0.78, 0.34, 0.44, 0.40, 0.51, -0.02, 0.28, 0.42, 0.39, 0.43, 0.47]}